(1)
106
Properties=species:S:1:pos:R:3 method="wB97M-V/def2-TZVPD" spin_multiplicity=3 gap_ev="5.1612 / 7.3284" charge=-1 lumo_ev="1.9 / 1.9" s_squared=2.010 mol_weight_da=912.1 e_above_lowest_ev=0.021
Ti -0.55 -0.75 1.01
C 1.58 -4.15 -1.63
C 0.99 -2.77 -1.88
C 1.25 -2.32 -3.32
C -0.49 -2.72 -1.63
C -1.43 -3.59 -2.19
C -2.65 -3.03 -1.86
N -2.44 -1.92 -1.15
N -1.11 -1.72 -0.98
B -3.51 -0.84 -0.90
N -3.68 -0.54 0.61
C -4.88 -0.37 1.18
C -4.70 0.16 2.44
C -3.31 0.30 2.57
N -2.70 -0.13 1.46
C -2.60 0.94 3.72
C -3.35 0.75 5.04
C -2.39 2.43 3.43
N -3.13 0.45 -1.62
C -3.82 1.19 -2.52
C -3.11 2.35 -2.74
C -1.98 2.23 -1.91
N -2.02 1.09 -1.23
C -0.88 3.22 -1.66
C -1.37 4.36 -0.77
C -0.28 3.75 -2.95
H 2.66 -4.12 -1.78
H 1.39 -4.50 -0.61
H 1.16 -4.88 -2.33
H 1.46 -2.05 -1.22
H 0.77 -3.00 -4.03
H 0.87 -1.32 -3.50
H 2.33 -2.33 -3.53
H -1.25 -4.47 -2.77
H -3.66 -3.32 -2.11
H -4.56 -1.26 -1.31
H -5.78 -0.62 0.64
H -5.46 0.42 3.16
H -1.63 0.47 3.83
H -4.32 1.27 5.02
H -3.53 -0.30 5.25
H -2.77 1.17 5.86
H -1.88 2.59 2.47
H -3.35 2.95 3.38
H -1.79 2.89 4.21
H -4.75 0.83 -2.93
H -3.37 3.15 -3.41
H -0.12 2.67 -1.10
H -2.17 4.92 -1.27
H -1.75 3.98 0.18
H -0.56 5.05 -0.54
H -1.03 4.26 -3.55
H 0.52 4.46 -2.75
H 0.14 2.93 -3.56
O 2.37 0.54 7.45
C 2.31 1.36 6.52
O 2.72 2.53 6.43
C 1.58 0.84 5.25
C 1.09 -0.46 5.20
C 0.46 -0.92 4.06
N 0.30 -0.14 2.99
C 0.76 1.11 3.03
C 1.41 1.64 4.13
C 0.54 1.87 1.75
O 0.74 3.07 1.65
O 0.13 1.10 0.77
H 1.23 -1.09 6.07
H 0.06 -1.92 3.99
H 1.77 2.66 4.13
N 2.04 -4.01 1.92
C 3.09 -3.12 1.61
C 2.52 -1.99 1.13
N 1.14 -2.10 1.15
C 0.87 -3.32 1.68
C -0.45 -3.60 1.98
N -1.34 -2.58 1.85
C -2.56 -3.08 2.26
C -2.43 -4.37 2.65
N -1.07 -4.71 2.52
H 2.12 -4.72 2.63
H 4.12 -3.40 1.73
H 3.00 -1.11 0.74
H -3.44 -2.47 2.27
H -3.15 -5.06 3.03
H -0.75 -5.64 2.39
C 3.60 3.30 -4.11
Ge 3.67 1.38 -4.45
C 5.26 0.97 -5.53
C 2.07 0.80 -5.41
C 3.75 0.38 -2.76
Se 2.19 0.71 -1.63
C 2.93 2.21 -0.63
H 3.44 3.84 -5.05
H 4.52 3.65 -3.66
H 2.77 3.54 -3.44
H 5.23 1.50 -6.48
H 5.32 -0.10 -5.73
H 6.17 1.27 -5.00
H 1.91 1.40 -6.31
H 1.19 0.92 -4.77
H 2.14 -0.25 -5.70
H 4.64 0.60 -2.17
H 3.77 -0.69 -2.98
H 2.12 2.84 -0.29
H 3.59 2.77 -1.29
H 3.49 1.85 0.23

---

(2)
97
Properties=species:S:1:pos:R:3 method="wB97M-V/def2-TZVPD" spin_multiplicity=4 gap_ev="1.7182 / 5.4409" charge=-2 lumo_ev="4.2 / 4.1" s_squared=3.803 mol_weight_da=804.0
Re -0.49 -0.10 0.06
C -0.77 -1.05 4.17
C -0.58 -0.88 1.92
N -0.04 -0.51 3.14
H -2.58 -2.27 4.10
N -1.68 -1.64 2.25
H -0.54 -0.86 5.21
C 0.94 -1.50 -0.30
C 1.30 -1.79 -1.66
C 1.40 -3.13 -2.03
C 1.16 -4.14 -1.09
C 1.09 -3.84 0.26
C 1.08 -2.53 0.69
H 1.42 -0.97 -2.38
H 1.60 -3.38 -3.07
H 0.99 -4.66 0.97
H 1.17 -2.32 1.76
C 1.02 -5.58 -1.46
H 0.80 -6.14 -0.54
H 1.94 -5.97 -1.90
H 0.19 -5.74 -2.16
C 1.31 0.11 3.27
C 1.26 1.15 4.37
C 2.32 -0.99 3.62
H 1.17 0.74 5.37
H 2.17 1.78 4.36
H 0.42 1.83 4.20
H 2.65 1.02 1.83
H 1.08 1.81 1.95
H 2.52 -1.64 2.76
C 1.58 0.84 1.97
H 1.96 -1.60 4.46
H 3.27 -0.52 3.92
H 1.30 0.27 1.04
C -1.79 -1.74 3.61
C -2.20 -3.79 1.17
H -2.89 -4.36 1.82
H -2.39 -4.13 0.15
C -2.51 -2.29 1.25
H -2.99 -1.79 -0.73
C -3.98 -2.11 1.64
H -4.24 -1.05 1.77
H -1.17 -4.02 1.42
H -1.34 -2.02 -0.67
H -4.22 -2.63 2.59
H -4.58 -2.56 0.83
C -2.14 -1.56 -0.07
H -2.37 -0.44 -0.07
C 1.97 2.12 -4.72
N 2.00 1.55 -3.47
H 0.37 2.02 -6.23
N 0.10 1.06 -4.32
H 2.80 2.66 -5.14
C 3.11 1.83 -2.55
C 4.38 2.06 -3.36
C 2.77 3.12 -1.81
H 4.36 3.00 -3.91
H 5.21 2.13 -2.65
H 4.59 1.23 -4.04
H 4.06 0.93 -0.86
H 3.70 -0.20 -2.19
H 1.91 2.98 -1.14
C 3.32 0.66 -1.63
H 2.52 3.90 -2.53
H 3.64 3.45 -1.23
H 2.40 0.37 -1.11
C 0.77 1.81 -5.25
C -2.15 1.83 -3.95
H -1.83 2.78 -4.40
H -3.20 1.67 -4.22
C -1.30 0.69 -4.51
H -2.65 -0.84 -3.89
C -1.60 0.58 -6.00
H -0.92 -0.12 -6.51
H -2.05 1.91 -2.86
H -1.24 -0.65 -2.80
H -1.59 1.55 -6.51
H -2.62 0.18 -6.10
C -1.57 -0.64 -3.85
H -1.05 -1.44 -4.40
C 0.83 0.92 -3.18
O -0.56 3.86 0.24
C -1.08 2.88 0.76
O -1.19 1.70 0.14
C -1.63 3.00 2.17
C -2.65 2.19 2.72
C -2.75 2.08 4.10
C -1.78 2.71 4.91
C -1.04 3.79 4.40
C -0.98 3.94 3.01
N -1.27 1.97 6.01
O -1.81 0.87 6.27
O -0.25 2.40 6.58
H -3.36 1.68 2.06
H -3.47 1.42 4.58
H -0.45 4.38 5.09
H -0.39 4.74 2.57

---

(3)
109
Properties=species:S:1:pos:R:3 method="wB97M-V/def2-TZVPD" gap_ev="4.2221 / 4.7705" charge=0 lumo_ev="-3.2 / -2.7" mol_weight_da=990.3 e_above_lowest_ev=1.172
In 1.01 -1.80 -1.89
C 0.87 -3.47 -6.07
C 0.53 -2.89 -4.75
N 1.49 -2.77 -3.82
O 2.62 -3.28 -4.14
B 2.96 -4.52 -3.28
F 4.19 -4.91 -3.80
F 1.93 -5.47 -3.47
O 3.04 -4.29 -1.84
N 1.91 -3.78 -1.25
C 1.22 -4.65 -0.53
C 1.66 -6.07 -0.44
C -0.11 -4.24 -0.13
N -0.44 -3.05 -0.53
O -1.85 -2.85 -0.41
B -2.41 -2.85 -1.80
F -3.74 -2.82 -1.69
F -1.98 -4.02 -2.44
O -1.98 -1.59 -2.56
N -0.74 -1.68 -3.17
C -0.73 -2.35 -4.32
C -2.00 -2.58 -5.01
C -1.05 -5.08 0.70
H 1.90 -3.14 -6.41
H 0.14 -3.14 -6.80
H 0.88 -4.58 -5.99
H 1.33 -6.59 -1.39
H 1.28 -6.68 0.38
H 2.76 -6.17 -0.45
H -2.66 -1.70 -5.04
H -2.53 -3.42 -4.49
H -1.84 -2.91 -6.05
H -0.64 -6.10 0.93
H -1.95 -5.29 0.13
H -1.35 -4.64 1.63
C -4.48 5.10 0.76
C -3.98 4.65 -0.64
C -5.23 4.20 -1.43
C -3.28 5.73 -1.45
C -3.07 3.43 -0.44
C -1.82 3.26 -1.09
C -1.04 2.15 -0.74
Se 0.68 1.90 -1.51
C 1.69 1.59 0.11
C 2.23 2.73 0.69
C 3.06 2.65 1.80
C 3.25 1.35 2.37
C 2.75 0.18 1.85
C 2.13 0.26 0.55
O 1.98 -0.75 -0.20
C 2.70 -1.15 2.65
C 3.18 -0.86 4.07
C 3.61 -2.24 2.03
C 1.27 -1.73 2.73
C 3.84 3.86 2.42
C 3.48 4.01 3.93
C 3.50 5.12 1.70
C 5.35 3.51 2.36
C -1.55 1.00 -0.01
O -0.96 -0.10 -0.05
C -2.75 1.27 0.76
C -3.50 2.37 0.40
C -3.36 0.31 1.78
C -4.21 1.00 2.83
C -2.22 -0.49 2.47
C -4.42 -0.64 1.13
H -5.18 5.95 0.67
H -5.02 4.27 1.30
H -3.64 5.39 1.38
H -5.88 5.13 -1.49
H -4.90 3.85 -2.41
H -5.81 3.46 -0.85
H -3.91 6.58 -1.66
H -2.38 6.08 -0.94
H -2.93 5.32 -2.40
H -1.35 4.05 -1.62
H 2.02 3.67 0.19
H 3.92 1.25 3.20
H 4.22 -0.54 4.02
H 2.55 -0.14 4.65
H 3.04 -1.84 4.68
H 4.66 -1.94 1.94
H 3.53 -3.12 2.65
H 3.25 -2.45 1.01
H 0.63 -1.11 3.39
H 0.84 -1.88 1.73
H 1.39 -2.66 3.34
H 2.36 4.20 4.05
H 3.65 3.13 4.57
H 4.01 4.91 4.27
H 2.45 5.35 1.60
H 3.86 5.97 2.27
H 3.90 5.20 0.69
H 5.47 2.68 3.07
H 5.72 3.16 1.41
H 6.07 4.28 2.70
H -4.48 2.51 0.79
H -3.63 1.74 3.39
H -5.11 1.47 2.38
H -4.67 0.28 3.56
H -1.54 0.23 2.97
H -2.70 -1.11 3.31
H -1.68 -1.13 1.76
H -5.22 -0.15 0.57
H -3.93 -1.37 0.48
H -4.92 -1.11 1.97
O 3.34 1.83 -3.93
S 3.38 0.45 -3.41
N 2.10 -0.13 -2.87

---

(4)
104
Properties=species:S:1:pos:R:3 method="wB97M-V/def2-TZVPD" spin_multiplicity=5 gap_ev="6.3942 / 7.9521" charge=+3 lumo_ev="-9.9 / -8.6" s_squared=6.178 mol_weight_da=832.8 e_above_lowest_ev=0.206
Mn -0.81 -0.28 0.15
C 1.51 -0.82 5.12
C 2.23 -0.84 3.81
C 3.54 -1.19 3.72
C 4.27 -1.21 2.49
N 3.56 -0.84 1.46
N 2.25 -0.52 1.51
B 2.89 -0.37 0.15
N 3.19 1.04 -0.32
N 4.48 1.37 -0.25
C 4.82 2.57 -0.66
C 3.82 3.48 -1.09
C 2.50 3.12 -1.16
C 1.43 4.07 -1.61
C 2.20 1.80 -0.77
S 0.60 1.16 -1.01
C 6.31 2.89 -0.67
C 6.98 1.94 -1.69
C 6.89 2.63 0.73
C 6.57 4.34 -1.08
N 2.72 -1.38 -0.98
N 3.77 -1.24 -1.78
C 3.91 -2.08 -2.78
C 2.99 -3.13 -2.94
C 1.90 -3.26 -2.12
C 0.91 -4.38 -2.31
C 1.74 -2.28 -1.11
S 0.34 -2.30 -0.06
C 5.11 -1.85 -3.69
C 6.40 -1.94 -2.85
C 5.16 -2.88 -4.82
C 4.99 -0.44 -4.29
C 1.51 -0.48 2.60
S -0.12 -0.04 2.56
C 5.71 -1.61 2.36
C 5.86 -3.03 2.94
C 6.56 -0.62 3.19
C 6.15 -1.60 0.90
H 2.16 -1.11 5.94
H 0.65 -1.50 5.08
H 1.11 0.18 5.32
H 4.07 -1.47 4.62
H 4.10 4.48 -1.38
H 1.87 5.02 -1.92
H 0.73 4.26 -0.80
H 0.87 3.66 -2.45
H 6.78 0.89 -1.44
H 8.06 2.10 -1.67
H 6.63 2.13 -2.71
H 6.76 1.59 1.02
H 6.42 3.28 1.48
H 7.96 2.85 0.72
H 6.22 4.55 -2.10
H 7.65 4.51 -1.07
H 6.12 5.05 -0.39
H 3.14 -3.86 -3.73
H 1.39 -5.21 -2.83
H 0.07 -4.05 -2.92
H 0.52 -4.74 -1.36
H 6.52 -2.94 -2.43
H 6.39 -1.21 -2.04
H 7.26 -1.74 -3.49
H 5.29 -3.90 -4.44
H 6.02 -2.67 -5.46
H 4.27 -2.85 -5.45
H 4.89 0.32 -3.51
H 4.13 -0.36 -4.96
H 5.89 -0.21 -4.87
H 5.61 -3.08 4.00
H 6.90 -3.35 2.83
H 5.23 -3.75 2.40
H 6.26 -0.60 4.24
H 6.49 0.39 2.79
H 7.60 -0.94 3.15
H 5.60 -2.34 0.31
H 7.21 -1.85 0.85
H 6.01 -0.62 0.44
F -6.02 4.13 -0.73
C -5.17 4.31 0.28
F -4.55 5.48 0.12
F -5.85 4.34 1.42
C -4.13 3.19 0.29
C -3.71 2.63 1.48
C -2.75 1.64 1.44
N -2.21 1.22 0.29
C -2.62 1.78 -0.87
C -3.58 2.76 -0.91
H -4.13 2.95 2.43
H -2.40 1.18 2.35
H -2.16 1.43 -1.78
H -3.89 3.19 -1.85
C -2.72 -3.06 -1.23
P -2.73 -1.77 0.05
C -2.78 -2.65 1.63
C -4.35 -1.00 -0.14
H -3.68 -3.57 -1.19
H -1.92 -3.76 -1.06
H -2.60 -2.61 -2.22
H -3.63 -3.34 1.61
H -2.91 -1.95 2.45
H -1.86 -3.21 1.78
H -5.10 -1.79 -0.09
H -4.43 -0.51 -1.11
H -4.55 -0.28 0.65